Here is the molecule C3H6OS2 at a distorted geometry from OMol25. Energies are from ωB97M-V with the def2-TZVPD basis set.

XYZ file:
```
12
C3H6OS2 | OMol25 | ωB97M-V with the def2-TZVPD basis set
S -1.49698 1.65390 -0.18661
C 0.63236 -0.34803 -0.15907
H 0.80007 -2.47104 0.27685
S -0.47768 2.84218 1.15438
H 0.93990 0.39333 -0.90061
C 0.66517 -1.78282 -0.58425
H 1.23411 -0.11949 0.72074
O 0.49408 -2.19435 -1.70261
H -1.48177 -0.71140 -0.45622
H 0.68658 3.12922 0.53915
H -1.12526 -0.36174 1.15333
C -0.87060 -0.02975 0.14492
```

Results
2S+1 = 1
SMILES string = O=CCCSS
LUMO level = 0.37 eV
Highest occupied orbital energy = -9.4673 eV
Total charge = 0
Electronic energy = -989.4990 hartree
Orbital gap = 9.8 eV
ΔE to the lowest compared entry with this formula, charge and spin = 77.5 kJ/mol

Atom charges from the Löwdin analysis, given in e for atoms 1 to 2: number 1, S, carries 0.425; number 2, C, carries -0.210